Below is the molecule C5H7NO, with properties calculated with ωB97M-V with the def2-TZVPD basis set.

```
14
Properties=species:S:1:pos:R:3:forces:R:3
C -0.605 1.821 -1.615 -0.18 0.22 0.05
N 0.371 1.123 -1.005 0.15 -0.26 0.19
C 0.281 0.189 -0.096 -0.02 0.12 -0.22
C -0.606 -0.292 1.025 -0.57 0.16 0.08
C -0.199 -1.739 0.672 -0.07 -0.22 -0.07
C 1.069 -0.846 0.666 0.55 -0.15 -0.15
O 0.576 -0.244 1.928 0.05 0.14 0.15
H -0.347 2.745 -2.107 0.08 -0.16 0.01
H -1.625 1.555 -1.383 0.08 0.09 0.05
H 1.317 1.314 -1.331 -0.14 -0.09 -0.02
H -1.544 0.107 1.412 0.11 -0.10 -0.11
H -0.552 -2.145 -0.279 0.10 0.06 0.12
H -0.254 -2.447 1.504 0.03 0.13 -0.10
H 2.118 -1.142 0.607 -0.16 0.08 0.03
```
Positions in Å, forces in eV/Å.

Relative energy (zero: lowest compared OMol25 entry of this formula, charge and spin) ... 141.10 kcal/mol
E_tot ... -324.49961 a.u.
Largest force on an atom ... 0.593 eV Å⁻¹
E_HOMO ... -0.238 Eh

These are the Löwdin partial charges, in e, on atoms 1 to 5: C -0.061; N -0.043; C -0.172; C -0.180; C -0.040

Below is a structure of composition C4H3N2, with properties calculated with ωB97M-V with the def2-TZVPD basis set.

```
9
Properties=species:S:1:pos:R:3:forces:R:3
C -1.836 0.201 -0.207 -0.76 0.56 1.11
C -0.477 -1.159 -0.155 2.85 -2.05 -0.02
C 0.120 0.186 -0.035 -1.07 0.33 -0.01
C 1.260 0.723 0.242 2.68 3.26 -0.11
N -1.755 -1.078 -0.136 -1.41 -2.38 -1.08
N -1.354 1.251 -0.018 1.49 1.27 -0.09
H 0.163 -2.145 -0.220 -1.50 2.01 0.30
H 1.678 1.795 0.482 -2.06 -1.71 -0.39
H 2.203 0.225 0.046 -0.23 -1.29 0.30
```
Positions in Å, forces in eV/Å.

Relative energy (zero: lowest compared OMol25 entry of this formula, charge and spin) ... 46.73 kcal/mol
Total charge ... +1
E_tot ... -263.24519 a.u.
Largest force on an atom ... 4.221 eV Å⁻¹
E_HOMO ... -0.637 Eh

These are the Löwdin partial charges, in e, on atoms 1 to 5: C -0.132; C 0.003; C -0.080; C 0.184; N 0.209

Below is a structure of composition C29H40N3O13PS2W, with properties calculated with ωB97M-V with the def2-TZVPD basis set.

```
89
Properties=species:S:1:pos:R:3:forces:R:3
W -0.311 -0.061 -0.442 1.04 -0.65 1.46
C -1.818 -2.475 2.776 -0.01 -0.03 0.03
C -0.788 -2.202 1.717 0.13 -0.04 -0.02
O -0.702 -0.954 1.376 -0.53 0.16 -0.25
C -0.009 -3.176 1.174 -0.01 0.04 0.05
C 1.031 -2.891 0.239 0.09 -0.09 0.13
C 2.044 -3.957 -0.054 0.00 0.00 -0.05
N 1.184 -1.717 -0.317 -0.13 0.05 -0.26
N 2.335 -1.531 -1.037 -0.02 0.04 0.02
C 2.461 -0.236 -1.294 -0.06 -0.01 0.00
O 1.606 0.606 -0.691 -0.15 0.13 -0.21
C 3.388 0.276 -2.235 0.06 -0.01 0.10
C 3.598 1.679 -2.402 -0.05 0.05 0.02
C 4.441 2.164 -3.374 0.01 0.01 -0.01
C 5.144 1.301 -4.237 -0.01 0.04 0.01
C 4.972 -0.082 -4.059 0.02 -0.08 -0.03
C 4.138 -0.592 -3.092 0.02 -0.03 -0.02
H -1.881 -1.606 3.431 0.02 -0.01 0.02
H -1.587 -3.371 3.353 0.00 -0.02 -0.03
H -2.794 -2.610 2.298 -0.01 0.05 0.00
H -0.121 -4.197 1.509 -0.02 0.00 0.01
H 1.800 -4.870 0.489 -0.01 -0.01 0.00
H 3.049 -3.619 0.209 -0.01 0.01 0.03
H 2.065 -4.160 -1.127 0.01 0.01 0.00
H 3.082 2.362 -1.737 0.00 -0.01 0.00
H 4.570 3.238 -3.465 0.01 0.00 -0.01
H 5.809 1.689 -4.999 0.00 0.00 0.00
H 5.509 -0.775 -4.701 0.00 0.01 0.00
H 4.018 -1.662 -2.975 -0.01 0.01 0.01
N 0.778 -0.076 -4.511 0.34 -0.01 -0.11
C 0.378 0.304 -3.287 -0.29 0.18 -0.06
O 0.101 -0.570 -2.454 -0.29 -0.18 0.06
C 0.187 1.736 -2.936 0.08 0.03 -0.07
C -0.438 1.842 -1.546 -0.14 0.10 -0.10
H 1.094 -1.035 -4.561 -0.03 0.01 -0.02
H 1.347 0.587 -5.014 -0.04 0.01 -0.02
H -0.416 2.199 -3.723 -0.03 -0.01 0.00
H 1.178 2.199 -2.979 -0.01 0.01 0.01
H -1.467 2.182 -1.626 -0.01 0.06 0.03
H 0.114 2.544 -0.931 0.01 0.08 -0.03
O -4.323 1.575 -1.092 -0.03 -0.05 0.10
S -3.421 0.453 -1.210 -0.11 -0.32 0.00
O -2.826 0.223 -2.500 -0.13 0.20 -0.02
O -2.415 0.464 -0.094 0.28 0.07 -0.31
C -4.397 -1.016 -0.840 0.09 0.23 -0.13
C -5.661 -0.804 -0.306 -0.02 -0.07 0.01
C -6.487 -1.878 -0.007 0.04 0.01 -0.01
C -6.046 -3.169 -0.248 -0.01 -0.02 -0.01
C -4.781 -3.383 -0.777 -0.05 0.00 0.03
C -3.946 -2.316 -1.080 0.08 -0.06 -0.01
S -2.306 -2.750 -1.709 -0.07 0.07 0.05
O -2.103 -4.111 -1.268 -0.01 0.05 0.01
O -2.295 -2.554 -3.132 -0.01 0.01 0.04
O -1.447 -1.817 -0.941 0.13 0.13 -0.05
H -5.981 0.214 -0.135 0.02 0.01 -0.01
H -7.468 -1.699 0.416 -0.01 -0.02 0.00
H -6.678 -4.018 -0.016 -0.01 0.00 0.01
H -4.409 -4.386 -0.941 0.01 0.01 -0.01
C 2.714 -0.784 3.291 0.05 -0.01 0.00
C 2.208 0.642 3.456 -0.10 -0.02 0.05
C 2.411 1.154 4.877 0.05 -0.02 0.03
C 2.880 1.566 2.454 0.10 0.14 0.00
O 0.785 0.539 3.256 -0.06 -0.07 -0.03
P -0.137 1.630 2.547 -0.04 0.17 -0.21
O 0.170 3.018 2.975 0.08 -0.09 0.04
O -0.120 1.429 1.026 -0.05 -0.18 -0.03
O -1.533 1.112 3.127 0.06 -0.05 0.03
C -2.710 1.933 3.230 -0.02 -0.03 0.01
C -2.674 2.604 4.600 -0.05 0.02 0.00
C -2.805 2.973 2.123 -0.06 0.09 -0.06
C -3.862 0.942 3.118 -0.05 -0.01 0.00
H 3.790 -0.831 3.476 0.01 0.00 0.01
H 2.515 -1.134 2.277 -0.01 0.01 -0.01
H 2.202 -1.448 3.991 -0.01 0.01 -0.02
H 3.477 1.252 5.099 0.00 0.00 0.01
H 1.962 0.463 5.594 -0.01 0.01 -0.01
H 1.933 2.130 4.979 0.01 0.00 -0.02
H 3.963 1.503 2.591 0.01 0.00 -0.02
H 2.561 2.599 2.605 0.00 -0.07 -0.02
H 2.639 1.275 1.435 -0.04 -0.06 -0.15
H -1.801 3.254 4.659 0.00 0.00 -0.01
H -2.607 1.847 5.384 0.01 -0.01 0.00
H -3.580 3.196 4.757 0.00 0.00 0.00
H -1.983 3.686 2.191 -0.03 -0.02 0.00
H -3.752 3.508 2.235 -0.01 0.01 -0.03
H -2.790 2.500 1.142 0.00 -0.03 0.01
H -3.825 0.223 3.939 0.02 -0.01 0.00
H -3.782 0.400 2.175 0.01 0.04 0.02
H -4.820 1.466 3.150 -0.01 0.01 0.01
```
Positions in Å, forces in eV/Å.

Relative energy (zero: lowest compared OMol25 entry of this formula, charge and spin) ... 21.83 kcal/mol
Multiplicity ... 3
Total charge ... -2
E_tot ... -3476.58859 a.u.
Largest force on an atom ... 1.907 eV Å⁻¹
E_HOMO (alpha / beta) ... 0.027 / -0.075 Eh

These are the Löwdin partial charges, in e, on atoms 1 to 5: W 1.920; C -0.002; C -0.438; O -0.227; C -0.040

Below is a structure of composition C19H25N7NaO4S2, with properties calculated with ωB97M-V with the def2-TZVPD basis set.

```
58
Properties=species:S:1:pos:R:3:forces:R:3
Na -0.393 0.144 -0.444 0.07 -0.28 0.22
N -0.402 2.511 -0.972 -0.12 0.23 0.06
C -1.630 2.927 -0.277 0.15 -0.05 0.13
C -1.444 2.750 1.232 -0.03 -0.03 -0.11
N -0.879 1.450 1.568 0.12 0.06 0.12
C -1.569 0.635 2.557 -0.05 0.01 -0.03
C -2.595 -0.286 1.906 0.08 -0.02 0.00
N -1.936 -1.176 0.951 -0.33 -0.04 0.10
H -0.480 2.655 -1.969 -0.03 -0.03 -0.05
H 0.406 3.030 -0.646 0.02 0.00 -0.01
H -1.907 3.971 -0.481 -0.03 -0.02 0.03
H -2.446 2.284 -0.612 0.00 0.02 -0.08
H -0.797 3.550 1.618 -0.01 0.04 0.02
H -2.419 2.861 1.716 0.00 0.04 0.00
H 0.102 1.539 1.784 0.10 0.00 0.04
H -0.816 0.024 3.063 -0.01 -0.02 0.02
H -2.063 1.249 3.327 0.02 -0.01 0.00
H -3.145 -0.819 2.694 -0.01 0.02 0.00
H -3.325 0.304 1.348 -0.03 0.03 -0.01
H -1.473 -1.952 1.413 0.11 0.08 -0.04
H -2.648 -1.569 0.340 0.01 -0.03 -0.03
O 1.414 -1.796 -3.699 0.13 0.09 0.08
C 0.612 -0.993 -2.983 -0.21 -0.01 -0.17
O 1.034 -0.183 -2.198 0.18 -0.03 -0.21
C -0.847 -1.171 -3.298 0.17 0.05 0.06
C -1.267 -1.791 -4.457 -0.06 -0.03 0.01
C -2.641 -1.863 -4.682 0.06 0.00 -0.02
C -3.501 -1.354 -3.737 -0.03 0.04 0.02
C -2.981 -0.750 -2.586 0.01 -0.17 0.00
N -1.674 -0.647 -2.387 0.21 0.03 -0.20
C -3.892 -0.257 -1.471 -0.15 0.09 -0.09
O -4.441 -1.174 -0.832 -0.06 -0.19 0.12
O -3.974 0.975 -1.331 0.05 0.19 0.03
H 2.303 -1.668 -3.327 -0.08 -0.06 -0.06
H -0.548 -2.202 -5.149 0.00 -0.01 -0.01
H -3.022 -2.326 -5.585 0.00 -0.01 0.01
H -4.574 -1.416 -3.855 -0.01 -0.02 0.01
C 2.760 -5.198 -1.417 0.03 -0.18 0.06
S 3.600 -4.043 -0.324 0.05 -0.19 -0.11
C 2.326 -2.866 0.126 -0.30 -0.17 -0.06
S 0.738 -3.026 -0.422 -0.06 0.52 0.15
N 2.893 -2.039 0.960 0.47 0.08 -0.17
N 2.514 -0.759 1.087 -0.41 -0.08 0.27
C 2.881 -0.252 2.212 0.03 0.09 -0.08
C 2.897 1.176 2.517 -0.08 -0.08 0.07
C 3.438 1.559 3.753 0.00 0.00 0.06
C 3.534 2.893 4.078 0.01 0.05 0.03
C 3.094 3.839 3.162 0.02 -0.05 0.04
C 2.565 3.373 1.970 -0.07 0.01 -0.06
N 2.454 2.089 1.642 -0.11 0.00 -0.07
H 2.882 -6.214 -1.046 0.02 -0.03 -0.01
H 3.162 -5.126 -2.426 0.01 0.01 -0.05
H 1.699 -4.938 -1.428 0.07 0.00 0.00
H 3.328 -0.907 2.961 0.07 0.03 0.00
H 3.781 0.795 4.437 0.01 -0.02 0.01
H 3.951 3.195 5.031 0.00 0.01 0.00
H 3.154 4.900 3.361 0.00 0.03 0.00
H 2.205 4.081 1.231 -0.03 0.02 -0.03
```
Positions in Å, forces in eV/Å.

Relative energy (zero: lowest compared OMol25 entry of this formula, charge and spin) ... 13.90 kcal/mol
Total charge ... -1
E_tot ... -2382.09631 a.u.
Largest force on an atom ... 0.545 eV Å⁻¹
E_HOMO ... -0.165 Eh

These are the Löwdin partial charges, in e, on atoms 1 to 5: Na 0.238; N 0.006; C -0.242; C -0.208; N -0.081